Entry 1:
Computed, not measured: the molecule C3H6ClF3NP at a distorted geometry, with wB97M-V/def2-TZVPD.

Results
- frontier orbital gap (eV) = 9.683
- LUMO (eV) = -0.320
- ΔE to the lowest compared entry with this formula, charge and spin (eV) = 0.069
- SMILES string = CN(C)P(Cl)C(F)(F)F
- F_max (eV/A) = 3.28
- molecular weight (g mol⁻¹) = 179.51

```
! RIJCOSX wB97M-V def2-TZVPD def2/J DEFGRID3
* xyz 0 1
C 0.81686 -0.15616 -0.98855
N 0.47080 -0.01711 0.37725
C 1.59228 0.52451 1.05129
P -1.00679 0.31036 0.94319
Cl -1.61818 2.31054 -0.36275
C -2.02572 -0.90598 -0.12858
F -3.07530 -1.16848 0.67175
F -1.37075 -2.09702 -0.26254
F -2.35830 -0.55197 -1.31274
H 1.25161 0.85575 -1.20570
H 1.55508 -0.86344 -1.23942
H -0.09628 -0.22827 -1.56930
H 1.42162 0.63021 2.07913
H 2.42870 -0.15216 1.19283
H 2.01438 1.50923 0.75415
*
```

Mulliken population analysis, charges in e, atoms 1 to 6:
1 C -0.986
2 N 0.215
3 C -1.066
4 P 0.053
5 Cl -0.392
6 C 0.701

---

Entry 2:
Computed, not measured: the molecule C3H6ClFO at a distorted geometry, with wB97M-V/def2-TZVPD.

Results
- frontier orbital gap (eV) = 11.723
- LUMO (eV) = 0.736
- ΔE to the lowest compared entry with this formula, charge and spin (eV) = 0.376
- SMILES string = C[C@@](F)(Cl)CO
- F_max (eV/A) = 3.56
- molecular weight (g mol⁻¹) = 112.53

```
! RIJCOSX wB97M-V def2-TZVPD def2/J DEFGRID3
* xyz 0 1
C -1.78490 0.35549 -0.36406
C -0.44492 0.00415 0.10120
F -0.63027 -0.94212 1.13491
Cl 0.47674 -0.78181 -1.22846
C 0.31833 1.10331 0.72817
O 1.68146 0.93793 0.92564
H -2.40214 -0.53249 -0.38626
H -1.80260 0.79319 -1.43061
H -2.32249 1.11944 0.24138
H 0.05307 2.04893 0.22658
H -0.02926 1.15522 1.74727
H 2.08856 0.90435 0.07421
*
```

Mulliken population analysis, charges in e, atoms 1 to 6:
1 C -1.348
2 C 1.213
3 F -0.285
4 Cl -0.217
5 C -0.858
6 O -0.488

---

Entry 3:
Computed, not measured: the molecule C3H6ClFO2 at a distorted geometry, with wB97M-V/def2-TZVPD.

Results
- frontier orbital gap (eV) = 11.480
- LUMO (eV) = 0.684
- ΔE to the lowest compared entry with this formula, charge and spin (eV) = 0.129
- SMILES string = OC[C@@H](O)[C@H](F)Cl
- F_max (eV/A) = 2.38
- molecular weight (g mol⁻¹) = 128.53

```
! RIJCOSX wB97M-V def2-TZVPD def2/J DEFGRID3
* xyz 0 1
O -2.72061 -0.80774 -0.20450
C -1.37125 -0.89128 0.23918
C -0.54395 0.26780 -0.23974
O -1.25212 1.42666 0.12772
C 0.79349 0.39478 0.35371
F 1.42770 1.50404 -0.14342
Cl 1.82975 -1.02444 -0.06783
H -2.94118 0.11442 0.06045
H -1.10152 -0.91885 1.31301
H -0.94434 -1.81658 -0.15649
H -0.32927 0.21627 -1.34482
H -0.83684 2.15159 -0.36082
H 0.71025 0.55310 1.42799
*
```

Mulliken population analysis, charges in e, atoms 1 to 6:
1 O -0.494
2 C -0.633
3 C 0.121
4 O -0.584
5 C 0.045
6 F -0.259

---

Entry 4:
Computed, not measured: the molecule C3H6ClIO at a distorted geometry, with wB97M-V/def2-TZVPD.

Results
- frontier orbital gap (eV) = 9.901
- LUMO (eV) = 0.592
- ΔE to the lowest compared entry with this formula, charge and spin (eV) = 0.766
- SMILES string = C[C@](O)(Cl)CI
- F_max (eV/A) = 6.74
- molecular weight (g mol⁻¹) = 220.44

```
! RIJCOSX wB97M-V def2-TZVPD def2/J DEFGRID3
* xyz 0 1
C 0.94369 0.38016 0.03962
C -0.57487 0.54654 -0.16827
O -0.87480 0.27829 -1.70528
Cl -0.88086 2.33228 0.22344
C -1.51359 -0.39953 0.60244
I -3.43986 -0.21814 -0.02689
H 1.44784 1.33776 -0.20383
H 1.05256 -0.03495 1.09312
H 1.32815 -0.26602 -0.63818
H -0.80346 1.00928 -2.21595
H -1.52488 -0.05376 1.61651
H -1.36797 -1.39365 0.35126
*
```

Mulliken population analysis, charges in e, atoms 1 to 6:
1 C -1.226
2 C 0.665
3 O -0.467
4 Cl -0.161
5 C -1.093
6 I 0.109

---

Entry 5:
Computed, not measured: a 2-piece molecular cluster, C3H6ClN overall at a distorted geometry, with wB97M-V/def2-TZVPD.

Results
- frontier orbital gap (spin up / spin down) (eV) = 8.857 / 8.275
- LUMO (spin up / spin down) (eV) = 0.189 / -0.507
- ΔE to the lowest compared entry with this formula, charge and spin (eV) = 6.184
- F_max (eV/A) = 3.67
- molecular weight (g mol⁻¹) = 91.54

```
! RIJCOSX wB97M-V def2-TZVPD def2/J DEFGRID3
* xyz 0 1
C -1.19917 0.01778 0.74965
C -0.42933 0.55934 -0.40490
C 1.85953 -1.18528 -0.77397
N -0.29831 1.19390 0.89337
Cl -0.82906 2.82909 1.10305
H -2.29508 0.27895 0.91496
H -0.96113 -0.86021 1.37485
H -0.97706 0.90536 -1.35633
H 1.27685 -2.09281 -1.02079
H 1.71929 -0.87674 0.20382
H 2.13347 -0.76937 -1.68370
*
```

Mulliken population analysis, charges in e, atoms 1 to 6:
1 C -0.142
2 C -0.283
3 C -0.958
4 N -0.160
5 Cl -0.107
6 H 0.234

---

Entry 6:
Computed, not measured: the molecule C3H6ClN at a distorted geometry, with wB97M-V/def2-TZVPD.

Results
- frontier orbital gap (eV) = 9.665
- LUMO (eV) = 0.914
- ΔE to the lowest compared entry with this formula, charge and spin (eV) = 0.918
- SMILES string = N[C@@H]1C[C@@H]1Cl
- F_max (eV/A) = 6.15
- molecular weight (g mol⁻¹) = 91.54

```
! RIJCOSX wB97M-V def2-TZVPD def2/J DEFGRID3
* xyz 0 1
N -1.45333 -0.00806 0.50361
C -0.43275 -0.21967 -0.33416
C 0.88820 -0.78257 0.14551
C 0.81016 0.59740 -0.32023
Cl 0.98817 1.79461 1.03733
H -1.56168 0.94073 0.93213
H -2.35270 -0.12849 -0.05684
H -0.55366 -0.70924 -1.33845
H 0.94101 -1.05456 1.21574
H 1.40924 -1.41477 -0.61503
H 1.31732 0.98462 -1.16960
*
```

Mulliken population analysis, charges in e, atoms 1 to 6:
1 N -0.626
2 C 0.172
3 C -0.705
4 C -0.223
5 Cl -0.247
6 H 0.248

---

Entry 7:
Computed, not measured: the molecule C3H6ClN at a distorted geometry, with wB97M-V/def2-TZVPD.

Results
- frontier orbital gap (spin up / spin down) (eV) = 5.788 / 5.119
- LUMO (spin up / spin down) (eV) = 0.887 / -4.122
- ΔE to the lowest compared entry with this formula, charge and spin (eV) = 2.079
- F_max (eV/A) = 6.04
- molecular weight (g mol⁻¹) = 91.54

```
! RIJCOSX wB97M-V def2-TZVPD def2/J DEFGRID3
* xyz 0 3
C -1.14791 0.36633 1.34881
C -0.04375 0.30026 0.62766
C 0.21962 -0.68907 -0.43586
N 1.04071 -0.11816 -1.50119
Cl 1.20104 -2.14246 0.45985
H -1.10251 1.07225 2.28774
H -2.17989 -0.05530 1.19931
H 0.96107 0.74761 0.95915
H -0.73399 -1.29156 -0.70547
H 1.76589 0.60156 -1.22996
H 1.35246 -0.83619 -2.18515
*
```

Mulliken population analysis, charges in e, atoms 1 to 6:
1 C -0.754
2 C -0.184
3 C 0.030
4 N -0.327
5 Cl -0.208
6 H 0.190

---

Entry 8:
Computed, not measured: an isolated ion of composition C3H6ClN2OSi and charge -1 at a distorted geometry, with wB97M-V/def2-TZVPD.

Results
- frontier orbital gap (spin up / spin down) (eV) = 6.352 / 6.366
- LUMO (spin up / spin down) (eV) = 3.612 / 3.707
- ΔE to the lowest compared entry with this formula, charge and spin (eV) = 1.501
- SMILES string = CN1C=CN([O-])[Si@H]1Cl
- F_max (eV/A) = 5.38
- molecular weight (g mol⁻¹) = 149.63

```
! RIJCOSX wB97M-V def2-TZVPD def2/J DEFGRID3
* xyz -1 1
C 0.12392 -0.15666 1.31220
N 0.45588 0.08528 -0.05513
C -0.18154 1.08487 -0.79343
C 0.05532 1.18111 -2.07290
N 0.72420 0.22170 -2.72346
O 1.18090 0.51988 -3.87890
Si 1.55486 -0.92244 -0.97751
Cl 2.80925 -2.00346 0.61107
H -0.01120 0.78006 1.73865
H -0.88601 -0.68463 1.23119
H 0.83197 -0.67793 1.80914
H -0.63668 1.82403 -0.13911
H -0.43106 1.93276 -2.61916
H 0.59448 -2.09139 -1.03358
*
```

Mulliken population analysis, charges in e, atoms 1 to 6:
1 C -0.911
2 N 0.284
3 C -0.355
4 C -0.254
5 N 0.132
6 O -0.638

---

Entry 9:
Computed, not measured: a 2-piece molecular cluster, C3H6ClNO overall at a distorted geometry, with wB97M-V/def2-TZVPD.

Results
- frontier orbital gap (spin up / spin down) (eV) = 7.394 / 8.274
- LUMO (spin up / spin down) (eV) = 0.300 / 0.401
- ΔE to the lowest compared entry with this formula, charge and spin (eV) = 3.705
- F_max (eV/A) = 5.92
- molecular weight (g mol⁻¹) = 107.54

```
! RIJCOSX wB97M-V def2-TZVPD def2/J DEFGRID3
* xyz 0 1
C -1.72840 0.33737 0.32210
C 1.26590 -1.14273 -0.22525
C 1.05126 -0.14977 0.81068
N -1.60465 1.30655 -0.45572
O -2.40669 -0.56706 0.70907
Cl 1.56436 1.39670 0.31309
H 0.60778 -1.98411 -0.09247
H 2.19930 -1.53780 -0.45218
H 0.97080 -0.70921 -1.21959
H 1.13887 -0.34113 1.85757
H -0.70119 1.73307 -0.56225
H -2.35735 1.65814 -1.00505
*
```

Mulliken population analysis, charges in e, atoms 1 to 6:
1 C 0.354
2 C -0.850
3 C -0.368
4 N -0.186
5 O -0.436
6 Cl -0.208

---

Entry 10:
Computed, not measured: a 2-piece molecular cluster, C3H6ClNO2 overall, with wB97M-V/def2-TZVPD.

Results
- frontier orbital gap (eV) = 10.532
- LUMO (eV) = -0.149
- ΔE to the lowest compared entry with this formula, charge and spin (eV) = 0.000
- SMILES string = [H]/N=C(\C)C(=O)O.Cl
- F_max (eV/A) = 0.49
- molecular weight (g mol⁻¹) = 123.54

```
! RIJCOSX wB97M-V def2-TZVPD def2/J DEFGRID3
* xyz 0 1
H -0.53883 1.67640 -0.07873
N -0.60059 0.66754 0.03803
C 0.50268 0.04494 0.00369
C 1.86464 0.60555 -0.19929
C 0.37844 -1.46522 0.17642
O 1.31624 -2.20637 0.08085
O -0.86006 -1.86256 0.42521
H 2.61562 -0.16853 -0.08448
H 2.04816 1.41139 0.51136
H 1.93632 1.02559 -1.20195
H -1.45128 -1.08435 0.43424
Cl -4.23670 0.57348 0.01206
H -2.97463 0.78213 -0.11741
*
```

Mulliken population analysis, charges in e, atoms 1 to 6:
1 H 0.247
2 N -0.587
3 C 0.892
4 C -1.162
5 C 0.277
6 O -0.545

---

- The highest molecular weight belongs to which entry?
  C3H6ClIO

---

- The lowest F_max belongs to which entry?
  C3H6ClNO2